Here is a 3-piece molecular cluster, C22H46BrFNO10S overall from the Open Molecules 2025 dataset. Energies are from the ωB97M-V functional and the def2-TZVPD basis.

The value obtained for the energy is -129112.3780 eV. The calculation puts the gap between HOMO and LUMO at 7.15 eV. The charge is -1. As for the HOMO energy: -4.79 eV.

Atoms and positions in Å:
C1 4.478 -0.356 1.321
C2 4.095 1.083 0.645
C3 3.414 2.115 1.645
C4 4.509 3.331 1.757
N1 2.103 2.692 1.420
Br1 1.589 3.444 3.105
C5 0.950 1.876 0.955
C6 1.023 1.748 -0.637
S1 1.125 0.118 -1.454
O1 -0.247 -0.408 -1.871
O2 1.859 -0.978 -0.739
C7 -0.298 2.947 1.131
O3 -1.353 2.723 1.791
O4 -0.224 4.172 0.453
C8 0.523 0.629 1.825
F1 1.552 -0.341 2.134
C9 -0.744 -0.234 1.278
C10 -1.939 -0.339 2.361
H1 5.427 -0.759 0.794
H2 4.732 -0.243 2.425
H3 3.669 -1.148 1.111
H4 5.139 1.453 0.301
H5 3.556 0.854 -0.326
H6 3.450 1.628 2.699
H7 4.067 4.327 2.073
H8 5.015 3.539 0.737
H9 5.307 3.055 2.548
H10 1.969 2.336 -0.961
H11 0.167 2.312 -1.176
H12 1.803 0.311 -2.679
H13 0.140 0.977 2.861
H14 -1.176 0.401 0.415
H15 -0.353 -1.249 0.927
H16 -2.531 -1.322 2.226
H17 -2.696 0.495 2.109
H18 -1.609 -0.159 3.437
C11 -1.249 3.684 -4.414
O5 -0.364 4.209 -5.392
C12 0.788 4.836 -4.846
C13 2.066 4.386 -5.556
O6 2.436 3.018 -5.370
C14 1.563 2.021 -5.904
C15 1.458 1.967 -7.429
O7 0.835 3.129 -7.962
C16 1.548 3.717 -9.038
H19 -1.959 4.453 -4.101
H20 -1.802 2.858 -4.868
H21 -0.716 3.286 -3.546
H22 0.883 4.648 -3.771
H23 0.667 5.915 -4.996
H24 2.892 4.969 -5.134
H25 2.047 4.637 -6.616
H26 0.584 2.075 -5.437
H27 1.995 1.065 -5.579
H28 0.837 1.109 -7.709
H29 2.454 1.824 -7.857
H30 2.630 3.648 -8.896
H31 1.282 4.775 -9.076
H32 1.256 3.243 -9.978
C17 -1.108 -3.736 4.149
O8 -2.482 -4.018 3.939
C18 -2.727 -4.916 2.867
C19 -3.718 -6.012 3.263
O9 -3.261 -6.943 4.248
C20 -3.000 -6.440 5.559
C21 -4.216 -5.942 6.341
O10 -4.785 -4.778 5.756
C22 -6.191 -4.854 5.581
H33 -0.801 -2.893 3.526
H34 -0.975 -3.464 5.199
H35 -0.473 -4.605 3.951
H36 -1.802 -5.377 2.502
H37 -3.163 -4.329 2.051
H38 -3.913 -6.611 2.368
H39 -4.682 -5.595 3.550
H40 -2.207 -5.699 5.537
H41 -2.592 -7.296 6.113
H42 -3.897 -5.673 7.354
H43 -4.955 -6.746 6.416
H44 -6.513 -5.863 5.306
H45 -6.463 -4.182 4.765
H46 -6.696 -4.529 6.493